Record 1
Here is C57H55N10O16S2 as an isolated structure from OMol25. Energies are from the ωB97M-V functional and the def2-TZVPD basis.

Last column: Mulliken charge in e.
Positions of all 140 atoms, in Å:
1 S -0.52219 2.58272 -2.77655  0.09
2 S 2.24339 2.67126 -3.75683  -0.24
3 O -1.86650 9.58324 5.29615  -0.64
4 O -0.23687 9.42789 6.68279  -0.64
5 O -9.96988 -2.53115 -5.43060  -0.62
6 O 1.48411 0.17161 1.33226  -0.68
7 O 5.91699 -11.38848 2.26937  -0.63
8 O 9.30036 -0.55605 -0.20948  -0.62
9 O -2.14930 -0.64825 -1.52231  -0.67
10 O -3.67024 -2.17629 -1.65774  -0.67
11 O 8.52614 -2.29819 -1.20118  -0.62
12 O -9.28550 -1.59548 -3.62064  -0.60
13 O -1.85405 8.26366 0.20334  -0.76
14 O 0.59324 -5.53452 4.92881  -0.60
15 O 4.09032 -10.77888 3.22277  -0.57
16 O -0.59096 6.41563 -0.04095  -0.41
17 O 2.11970 0.99088 3.21516  -0.68
18 O -0.04597 -6.38731 3.06474  -0.58
19 N -2.64908 -1.70792 -1.19918  1.09
20 N 4.71114 -11.43279 2.41059  1.05
21 N -9.10240 -2.23866 -4.63143  1.01
22 N -0.71091 9.33044 5.56754  1.02
23 N -2.94399 7.47353 -2.43406  -0.19
24 N 8.40144 -1.32231 -0.48975  1.02
25 N -0.06344 -1.46043 -4.44900  -0.60
26 N 0.69017 0.59573 -4.18899  0.29
27 N 0.78274 -6.20692 3.93748  1.01
28 N 1.57606 1.08401 2.13478  1.18
29 C 0.50529 8.39188 2.16638  -0.16
30 C 4.57187 -0.52294 1.09284  -0.06
31 C 0.33778 2.45420 0.51899  -0.50
32 C -2.56110 6.55047 -1.34508  1.62
33 C 1.00367 -1.25173 -5.26574  -0.67
34 C -3.86513 6.19994 -0.58638  -1.89
35 C 2.52254 -14.03648 -0.07967  -0.42
36 C 0.51179 4.65329 2.20889  -0.05
37 C -7.49683 -3.42404 -6.06492  -0.49
38 C -5.19252 -3.61361 -5.41254  -0.59
39 C 4.54961 -8.04148 3.46772  -0.41
40 C -1.94647 8.50442 -2.73903  -0.97
41 C -4.49761 7.76157 2.32646  -0.52
42 C -0.87121 5.28914 -2.82973  0.14
43 C -6.21388 -3.87947 -6.31550  -0.32
44 C -1.60533 -4.30732 1.28339  -0.33
45 C 4.28487 -7.28311 4.59764  -0.55
46 C 6.03210 -1.91820 -0.21109  -0.38
47 C -1.92090 -2.43948 -0.15944  -0.25
48 C -0.86409 4.08193 -3.75824  -1.44
49 C -0.33087 8.81318 3.18840  -0.22
50 C 6.88993 0.07210 0.85829  -0.35
51 C -2.34911 -3.67266 0.29555  -0.65
52 C 2.34603 -7.57811 2.62864  -0.34
53 C -0.13278 4.76072 0.98156  -0.24
54 C 3.57908 -8.18387 2.48142  -0.51
55 C -5.29760 7.18368 1.27384  -1.45
56 C -7.73383 -2.70515 -4.90891  0.15
57 C -0.06456 -2.45684 1.32505  -0.87
58 C -0.25815 -0.33048 -3.81173  -0.23
59 C 2.09885 -6.83486 3.76967  0.20
60 C -6.72901 -2.42176 -4.00329  -0.52
61 C 0.17120 8.89597 4.47571  0.25
62 C 4.62810 -13.11273 0.61815  -0.41
63 C 2.31390 8.15770 3.75349  -0.39
64 C -0.22197 3.66155 0.13853  1.51
65 C 2.57272 -12.37737 1.65705  -0.26
66 C 0.97904 2.36709 1.74391  0.20
67 C 4.77597 -1.64894 0.30628  -0.63
68 C -5.44793 -2.88374 -4.25920  -0.21
69 C 1.48684 0.00225 -5.14453  -0.16
70 C 1.48486 8.57880 4.77618  -0.57
71 C 5.62943 0.33409 1.36918  -0.44
72 C 1.85767 -13.23763 0.84079  -0.49
73 C 1.07284 3.44870 2.59944  -1.11
74 C -4.71647 7.39509 -0.13743  -0.57
75 C 3.90509 -13.97187 -0.19196  -0.42
76 C -0.46203 -3.70139 1.79946  -0.43
77 C -2.02872 5.21528 -1.85256  -1.73
78 C 7.06929 -1.04982 0.07164  -0.02
79 C -1.58842 7.15546 -0.30514  0.02
80 C -0.79261 -1.83124 0.33949  0.28
81 C 1.82357 8.06315 2.45450  -0.69
82 C 3.05003 -6.67229 4.75545  -0.46
83 C 0.83315 1.87980 -3.65238  0.35
84 C -3.92179 8.26304 3.23161  0.38
85 C 3.94823 -12.33273 1.53355  0.12
86 H -5.33733 6.11525 1.45962  0.43
87 H 1.57093 3.35900 3.55290  0.50
88 H -3.61028 5.54935 0.24105  0.49
89 H -0.92207 8.15123 -2.68905  0.31
90 H 0.57650 5.51126 2.86298  0.51
91 H -2.86843 4.73624 -2.36150  0.91
92 H 4.42095 -14.59306 -0.91020  0.37
93 H 5.04029 -7.16855 5.36190  0.39
94 H 0.06214 5.28730 -2.28878  -0.04
95 H 1.40953 -2.00395 -5.90732  0.42
96 H -2.09976 8.80999 -3.77129  0.39
97 H 1.58891 -7.68525 1.86672  0.48
98 H 5.70274 -13.05635 0.53615  0.45
99 H 6.19599 -2.79026 -0.82532  0.45
100 H -0.47945 -0.86735 -0.02853  0.47
101 H -0.93050 6.14678 -3.48709  0.66
102 H 5.51051 -8.52125 3.35286  0.37
103 H 1.85614 8.65744 5.78662  0.46
104 H 0.78142 -13.28662 0.92508  0.38
105 H -0.56862 5.70301 0.67973  -0.62
106 H -6.01124 -4.44497 -7.21443  0.37
107 H -5.56338 7.43775 -0.81001  0.29
108 H 7.71567 0.73399 1.06978  0.46
109 H -0.72701 3.74668 -0.81457  -1.00
110 H 3.58920 -0.31584 1.48805  0.28
111 H 2.06298 -11.75483 2.37685  0.47
112 H 1.96159 -14.71199 -0.71114  0.38
113 H -6.32065 7.52927 1.34310  0.39
114 H 2.47576 7.73013 1.65620  0.37
115 H -3.24078 -4.13283 -0.10312  0.49
116 H -4.19209 -3.97633 -5.60768  0.42
117 H 3.95233 -2.31629 0.09302  0.48
118 H -3.46263 8.77650 4.03487  0.62
119 H -8.29671 -3.62887 -6.75967  0.45
120 H -1.35598 9.06891 2.96172  0.48
121 H -1.91670 -5.27206 1.65527  0.40
122 H 0.11901 8.31801 1.14883  0.28
123 H -2.07916 9.38109 -2.12648  0.25
124 H -4.65221 -2.67692 -3.55778  0.53
125 H 3.34346 7.90195 3.96901  0.38
126 H 2.83875 -6.08176 5.63382  0.48
127 H -0.13657 4.17809 -4.54931  0.53
128 H 2.30405 0.45782 -5.64841  0.40
129 H -1.79148 4.60013 -0.99802  0.29
130 H 0.81420 -1.96751 1.71221  0.59
131 H 0.27119 1.59649 -0.13312  0.18
132 H 3.78542 -8.76851 1.59727  0.48
133 H -6.93483 -1.85339 -3.10898  0.47
134 H -3.00843 6.89667 -3.26221  0.49
135 H -1.84884 3.93621 -4.17505  0.45
136 H -4.17873 8.32374 -0.22490  0.55
137 H 0.10980 -4.18713 2.56548  0.45
138 H 5.46989 1.20978 1.98281  0.44
139 H -1.03560 -0.16077 -3.09498  0.61
140 H -4.45883 5.63243 -1.29668  0.44

LUMO energy, eV: 0.01
HOMO energy, eV: -4.889
HOMO-LUMO gap, eV: 4.895
Total charge: -1


Record 2
Here is a 11-piece molecular cluster, C57H55N11O4 overall from OMol25. Energies are from the ωB97M-V functional and the def2-TZVPD basis.

Last column: Mulliken spin population.
Positions of all 127 atoms, in Å:
1 O 5.90602 7.07535 -0.63410  0.00
2 O 4.70041 8.22830 -10.29826  0.23
3 O 2.84992 7.10614 -9.87097  0.16
4 O 7.34607 7.73134 -2.03348  0.00
5 N 12.12899 8.09790 -2.27355  0.00
6 N 4.24908 6.77859 -5.42006  0.00
7 N 6.94462 7.59513 -0.87784  0.00
8 N 8.23533 4.24880 -3.06002  0.00
9 N 4.74748 10.19755 -1.99542  0.00
10 N 1.44026 2.15415 -8.38927  0.00
11 N 2.39018 12.85030 -7.17354  0.00
12 N 3.53648 7.95639 -10.48315  0.36
13 N 7.68018 0.15224 -6.44090  0.00
14 N 8.31704 10.57097 -6.86433  0.00
15 N 2.58351 1.42457 -2.67362  0.00
16 C 5.04516 9.87957 -3.31094  0.00
17 C 2.71584 2.01583 -1.39251  0.00
18 C 10.04640 8.94081 -8.38354  0.00
19 C 7.30697 3.29115 -3.15962  0.00
20 C 9.58220 10.95655 -7.14608  0.00
21 C 2.58036 10.79639 -12.79717  -0.07
22 C 6.81261 1.20119 -6.20398  0.00
23 C 9.30205 9.38299 2.28799  0.00
24 C 3.67102 12.66184 -7.44702  0.00
25 C 9.12161 1.55423 -7.75140  0.00
26 C 3.26284 3.24911 -1.25730  0.00
27 C 4.26760 11.42181 -7.56393  0.02
28 C 7.58692 7.83216 1.56598  0.00
29 C 1.23052 4.85515 -7.75912  0.00
30 C 3.45550 10.27914 -7.49027  -0.03
31 C 9.48285 3.94465 -2.60817  0.00
32 C 5.18076 6.13435 -7.54991  -0.01
33 C 6.42679 5.86885 -6.91747  0.00
34 C 5.47317 6.56348 -4.86434  0.00
35 C 6.15056 10.53452 -3.96829  0.00
36 C 3.51856 3.42378 -3.72150  0.00
37 C 7.55781 1.96056 -2.88286  0.00
38 C 8.30041 8.45498 2.62448  0.00
39 C 8.76303 8.51661 -8.14257  -0.01
40 C 6.60101 11.68010 -1.88996  0.00
41 C 1.47172 2.58407 -7.08687  0.00
42 C 1.29235 3.89739 -6.77518  0.00
43 C 4.18153 6.62711 -6.76542  -0.01
44 C 10.08997 7.50472 -3.57504  0.00
45 C 3.28192 10.05904 -11.85650  0.12
46 C 5.53522 11.01728 -1.28779  0.00
47 C 8.75998 9.25779 -0.03219  0.00
48 C 8.78209 0.35978 -7.17107  0.00
49 C 6.83021 11.50376 -3.23957  0.00
50 C 6.54471 6.06838 -5.58255  0.00
51 C 3.00905 2.13986 -3.75114  0.00
52 C 10.48275 10.15377 -7.89877  0.00
53 C 8.33816 2.69662 -7.40819  0.00
54 C 7.88194 9.41390 -7.39965  0.00
55 C 2.08395 10.40916 -7.23598  0.02
56 C 1.23099 4.44263 -9.11993  0.00
57 C 12.52790 8.70054 -3.42084  0.00
58 C 9.70711 2.67983 -2.11822  0.00
59 C 0.70929 9.31165 -12.56659  -0.08
60 C 3.71266 3.96329 -2.39819  0.00
61 C 10.88448 7.52121 -2.41987  0.00
62 C 1.25764 10.43216 -13.09735  0.14
63 C 1.34580 3.07279 -9.41236  -0.01
64 C 11.92419 8.46340 -4.66068  0.00
65 C 9.54447 9.76837 0.99431  0.00
66 C 1.46529 8.39526 -11.81423  0.15
67 C 7.78380 8.20989 0.21375  0.00
68 C 7.19964 2.48955 -6.56432  0.00
69 C 8.73865 1.67423 -2.22580  0.00
70 C 1.60092 11.70534 -7.09685  0.00
71 C 2.73292 8.83151 -11.38201  -0.08
72 C 10.68639 7.91020 -4.75500  0.00
73 H 3.19461 6.89222 -7.11483  0.02
74 H 2.91981 1.62010 -4.69363  0.00
75 H 5.33267 11.14663 -0.23487  0.00
76 H 4.34540 13.50211 -7.52157  0.00
77 H 4.00488 4.99228 -2.24924  0.00
78 H 1.13489 7.40531 -11.53631  0.04
79 H 9.38997 -0.49128 -7.44048  0.00
80 H 8.87299 0.64578 -1.92473  0.00
81 H 6.00122 1.04724 -5.50802  0.00
82 H 7.60341 12.11937 -3.67499  0.00
83 H 10.20134 10.60562 0.81012  0.00
84 H 10.25240 4.69705 -2.69810  0.00
85 H 3.90442 9.29687 -7.48701  0.00
86 H 4.27563 10.34079 -11.54096  0.02
87 H 6.36245 3.71472 -3.46762  0.00
88 H 10.63908 2.46063 -1.61843  0.00
89 H 6.60852 3.33513 -6.24500  0.00
90 H 7.18646 12.35672 -1.28512  0.00
91 H 1.38607 9.59245 -7.12487  0.00
92 H 9.98417 1.67530 -8.38995  0.00
93 H 6.39296 10.37780 -5.00900  0.00
94 H 7.28529 5.47507 -7.44122  0.00
95 H 7.40107 5.74406 -5.00994  0.00
96 H 13.45452 9.23736 -3.28087  0.00
97 H 1.11217 5.21301 -9.86746  0.02
98 H 9.86255 9.91043 3.04565  0.00
99 H 12.30666 8.85900 -5.58999  0.00
100 H 4.42704 9.14702 -3.80863  0.00
101 H 8.38707 7.59232 -8.55578  0.00
102 H 6.77255 1.25445 -3.10908  0.00
103 H 1.54405 1.82316 -6.32386  0.00
104 H 6.89837 9.09404 -7.08869  0.01
105 H 8.15058 8.07090 3.62269  0.00
106 H 9.84224 11.90781 -6.70576  0.00
107 H 6.82819 7.10667 1.81971  0.00
108 H -0.28857 8.98855 -12.82403  -0.01
109 H 3.37527 3.70722 -0.28575  0.00
110 H 3.03768 11.70798 -13.15249  0.00
111 H 1.24995 4.22710 -5.74762  0.00
112 H 5.33893 11.47150 -7.69112  -0.01
113 H 5.52609 6.76134 -3.80394  0.00
114 H 0.75684 11.09688 -13.78565  0.02
115 H 10.69357 8.36211 -9.02594  0.00
116 H 3.75892 3.96647 -4.62378  0.00
117 H 11.43100 10.63242 -8.09400  0.00
118 H 1.25318 2.62456 -10.39058  0.00
119 H 10.27867 7.63073 -5.71524  0.00
120 H 5.09356 5.96295 -8.61265  0.00
121 H 2.32001 1.47962 -0.54270  0.00
122 H 10.37021 7.18239 -1.53267  0.00
123 H 1.07420 5.90134 -7.54127  0.00
124 H 0.54186 11.91189 -7.05071  0.00
125 H 8.92696 9.70371 -1.00156  0.00
126 H 8.52573 3.69089 -7.78586  0.00
127 H 9.14349 6.98640 -3.61900  0.00

LUMO energy (alpha / beta), eV: 0.98 / 0.98
Spin multiplicity: 2
HOMO energy (alpha / beta), eV: -1.865 / -5.621
HOMO-LUMO gap (alpha / beta), eV: 2.849 / 6.605
Total charge: -1